<A>
19
Properties=species:S:1:pos:R:3:lowdin_charge:R:1 method="wB97M-V/def2-TZVPD" total_charge=+2 gap_ev=8.61 lumo_ev=-9.29
C 1.0791 0.9096 -0.0479 -0.16
C -1.0387 1.9934 -0.0715 -0.09
C -1.7524 -1.4024 0.2836 0.11
N 1.7389 -0.2871 -0.0794 0.13
N -0.2032 0.8315 -0.0219 -0.01
N 3.6957 -1.3218 0.0021 0.22
N -2.9384 -1.5747 -0.2014 0.18
N 2.9654 -0.2264 0.0426 -0.01
H 1.8641 1.6983 0.1209 0.16
H -1.7764 1.6421 -0.9238 0.14
H -1.6238 2.1758 0.9006 0.13
H -0.6017 2.9486 -0.2941 0.08
H -1.5759 -0.9919 1.2999 0.13
H -0.8445 -1.2187 -0.3475 0.09
H -3.7294 -1.4479 0.5174 0.19
H 3.2841 -2.1603 -0.2640 0.13
H 4.6809 -1.2476 -0.1946 0.16
H -3.4459 -1.9978 -1.0035 0.18
H 3.5287 0.5549 0.4327 0.23

***

<B>
19
Properties=species:S:1:pos:R:3:lowdin_charge:R:1 method="wB97M-V/def2-TZVPD" total_charge=+2 gap_ev="7.64 / 7.42" lumo_ev="-10.32 / -10.37"
C 0.0271 0.0510 -0.0189 -0.19
C 0.4909 1.4934 0.3257 0.05
C 2.2300 -0.7435 -0.0616 0.06
N -1.3175 -0.2059 -0.0962 0.16
N 0.8297 -0.9765 -0.1393 -0.17
N -3.5141 0.2515 -0.1401 0.22
N 0.3302 -2.1213 -0.1309 0.19
N -2.2301 0.6110 -0.0320 0.01
H 1.2994 1.5065 1.0527 0.10
H -0.2760 2.1630 0.6288 0.08
H 1.0271 1.9425 -0.4465 0.09
H 2.7261 -0.3791 -1.0618 0.18
H 2.2652 0.0326 0.7429 0.11
H 2.7953 -1.7057 0.2534 0.16
H -3.8239 -0.7319 -0.0352 0.18
H -4.1552 1.0223 0.0234 0.16
H 1.0141 -2.9876 -0.0718 0.24
H -0.6564 -2.2605 -0.3138 0.15
H -2.1496 1.6260 0.1253 0.21

***

Top of the stability list: <A>, leading by 11.8 kcal/mol.